Record 1
74
Properties=species:S:1:pos:R:3:forces:R:3 method="wB97M-V/def2-TZVPD" energy_ev=-107373.101 multiplicity=5 relative_energy_kcal_mol=31.9 homo_lumo_gap_ev="5.3 / 5.4" largest_force_ev_per_a=3.4
Ir 0.589303 -0.420853 -2.702601 0.27 -2.06 -1.87
S 2.799419 -4.070258 -4.365165 -0.22 0.98 0.13
C 2.188525 -2.614305 -3.910213 0.10 -1.21 0.62
S 1.115090 -1.557541 -4.709210 -0.66 0.65 -0.59
S 2.331665 -1.884981 -2.329682 0.21 0.64 0.38
C 3.315037 2.351761 4.214301 0.00 -0.75 -0.12
C 3.253195 2.129036 2.727664 -0.27 -0.60 -0.91
C 3.036336 0.887898 2.089115 0.67 0.18 1.09
C 3.132480 0.797624 0.716623 -1.00 -0.60 -1.29
C 3.118859 1.960240 -0.053261 0.12 0.79 1.12
C 3.250066 3.234001 0.548837 0.00 -1.38 -0.96
C 3.408352 3.253102 1.914351 -0.38 0.28 0.38
S 2.898710 1.846388 -1.770353 -0.57 0.67 -1.96
O 3.098369 3.203139 -2.328226 -0.38 -2.46 0.84
O 3.664721 0.697773 -2.220266 -0.64 1.27 0.23
N 1.213029 1.396756 -2.076617 2.13 1.11 1.27
C 0.312986 2.447008 -2.306431 0.46 -0.23 -0.12
C 0.226964 3.700604 -1.650496 0.50 -2.10 -0.96
C -0.638572 4.649212 -2.149725 -1.34 0.28 -1.27
C -1.431103 4.411368 -3.291144 1.55 -0.22 2.11
C -1.451254 3.129651 -3.859346 0.76 -0.29 -0.01
C -2.311486 2.791304 -4.904561 -1.27 -0.55 -0.74
C -2.474581 1.461971 -5.240081 0.10 0.33 -0.64
C -1.657067 0.501012 -4.649538 0.69 0.05 0.10
N -0.712139 0.823284 -3.759449 -0.23 -0.24 -0.39
C -0.577734 2.094853 -3.370758 -1.57 2.93 0.92
H 4.356851 2.565159 4.478401 -0.24 0.24 0.13
H 3.022810 1.461109 4.797270 -0.06 0.42 -0.32
H 2.657145 3.194914 4.435353 0.24 -0.09 0.39
H 2.861367 -0.015557 2.684296 0.21 0.32 -0.21
H 3.072701 -0.170191 0.161394 0.02 0.77 0.76
H 3.260744 4.100095 -0.111552 0.07 -0.06 0.42
H 3.546817 4.188965 2.420906 0.14 0.46 0.06
H 0.847205 3.937700 -0.799890 0.12 -0.20 0.01
H -0.708308 5.576075 -1.592700 -0.09 0.15 -0.33
H -2.081479 5.165313 -3.630177 -0.71 0.73 -0.51
H -2.936041 3.535204 -5.429133 0.46 -0.25 0.54
H -3.158448 1.131513 -6.036504 0.32 0.30 0.55
H -1.738337 -0.519228 -5.002201 0.19 -0.15 0.48
S -1.335676 -1.592033 -2.018118 -0.03 0.04 -0.62
Sb -0.828460 -1.529177 0.414194 -0.13 -0.83 0.09
C -1.350045 0.179921 1.601085 -0.13 -0.68 0.37
C -1.209366 1.474571 1.125721 -0.09 0.48 0.80
C -1.337282 2.571130 2.014838 0.00 -1.44 -0.15
C -1.546137 2.322809 3.372866 -0.61 -0.92 -0.45
C -1.786251 0.992906 3.799864 0.22 0.62 0.75
C -1.668905 -0.085774 2.932216 -0.02 1.28 0.20
C 0.459083 -3.010493 1.342726 -0.09 0.07 -0.15
C 1.675327 -3.248586 0.729086 1.33 -0.78 0.45
C 2.685435 -3.975555 1.421738 -0.18 1.07 -0.80
C 2.500214 -4.396472 2.730621 -1.00 -0.80 -0.23
C 1.207993 -4.332331 3.247911 -1.37 0.39 -0.48
C 0.184556 -3.655664 2.527186 -0.36 -0.41 2.20
C -2.583442 -2.805115 0.688401 -1.26 -0.24 -0.23
C -3.873300 -2.285504 0.905708 -0.26 -2.17 -1.32
C -5.023861 -3.051000 0.473925 1.45 0.69 0.26
C -4.934876 -4.304440 -0.113318 2.28 0.18 0.40
C -3.632238 -4.886322 -0.208372 -0.05 0.45 0.65
C -2.516398 -4.150214 0.214326 -0.29 0.75 -0.26
H -0.998927 1.640449 0.077720 0.05 0.10 -0.10
H -1.309680 3.560914 1.605974 0.22 0.45 0.04
H -1.625133 3.137743 4.080965 -0.01 -0.02 -0.03
H -2.055479 0.801642 4.856348 0.27 0.20 -0.69
H -1.831828 -1.075688 3.324028 -0.02 -0.30 -0.13
H 1.863750 -2.937329 -0.304043 -0.03 0.02 0.70
H 3.639298 -4.117851 0.913527 -0.19 -0.08 0.17
H 3.236476 -4.972315 3.273417 0.29 0.21 -0.07
H 0.881164 -4.843861 4.163100 0.57 0.32 -0.26
H -0.837818 -3.627827 3.013635 1.20 0.09 -0.77
H -4.021702 -1.312769 1.309070 -0.12 0.72 0.17
H -5.969399 -2.561381 0.520984 -0.65 0.19 0.22
H -5.787035 -4.814916 -0.503208 -0.47 -0.20 -0.08
H -3.443955 -5.912904 -0.568909 -0.39 0.70 0.08
H -1.528298 -4.567682 0.095556 0.12 -0.28 -0.10

Record 2
75
Properties=species:S:1:pos:R:3:forces:R:3 method="wB97M-V/def2-TZVPD" total_charge=+2 energy_ev=-65873.021 multiplicity=1 relative_energy_kcal_mol=0.0 homo_lumo_gap_ev=5.2 largest_force_ev_per_a=0.4
Ir 0.267788 -0.215882 0.246232 0.02 -0.34 0.28
C 10.218033 9.107486 -0.813038 0.00 0.00 0.01
O 8.874994 9.284709 -0.374167 0.00 0.01 -0.01
C 8.072897 8.212843 -0.321272 0.00 -0.02 0.00
C 8.463433 6.917105 -0.659786 0.00 0.00 0.00
C 7.546916 5.883785 -0.562383 0.01 -0.01 -0.01
C 6.243344 6.111699 -0.134800 0.01 0.01 0.00
C 5.864070 7.418025 0.199349 -0.01 0.01 0.00
C 6.761972 8.452058 0.108131 0.00 0.01 0.01
C 5.259278 5.045407 -0.025683 -0.02 -0.02 0.00
N 4.001368 5.203152 0.342905 0.01 0.03 0.01
C 3.451175 3.962849 0.289267 0.00 -0.01 -0.01
C 4.376334 3.017027 -0.111633 0.01 0.01 0.00
N 5.533025 3.727697 -0.302740 0.03 0.01 -0.02
C 4.079006 1.630371 -0.193633 -0.01 -0.01 0.01
C 4.996906 0.589230 -0.420593 0.01 0.02 0.01
C 4.569270 -0.710374 -0.352025 -0.02 -0.03 0.01
C 3.217780 -0.981923 -0.128065 -0.04 0.00 -0.01
N 2.317873 -0.020126 0.007790 0.00 0.06 0.03
C 2.740310 1.271551 0.044890 0.03 0.00 -0.02
C 1.771163 2.239600 0.464146 -0.01 0.00 0.02
N 0.535886 1.762128 0.789382 -0.01 0.05 -0.01
C -0.328881 2.591423 1.359736 0.02 -0.07 0.00
C -0.047703 3.942588 1.570817 -0.05 -0.01 0.02
C 1.167024 4.451232 1.190081 0.04 0.02 -0.01
C 2.119361 3.582045 0.637224 -0.01 -0.01 0.00
H 10.671624 10.092388 -0.783772 0.00 0.00 0.00
H 10.247128 8.723656 -1.834409 0.00 0.00 0.00
H 10.760952 8.436590 -0.144751 0.00 0.00 0.00
H 9.467321 6.707872 -0.996593 0.00 0.00 0.00
H 7.885082 4.890451 -0.835738 -0.01 0.00 0.00
H 4.851760 7.603712 0.530251 0.00 0.00 0.00
H 6.481792 9.465040 0.362271 0.00 0.00 0.00
H 6.421149 3.376259 -0.615517 0.00 -0.01 0.01
H 6.041170 0.806703 -0.603378 0.00 0.01 0.00
H 5.259491 -1.534113 -0.462500 -0.01 0.00 -0.01
H 2.865834 -1.998282 -0.043741 -0.03 -0.05 -0.05
H -1.269039 2.161724 1.671244 0.03 0.05 0.03
H -0.797622 4.566908 2.035267 0.00 -0.01 0.00
H 1.420949 5.493753 1.330174 0.01 0.00 -0.01
N -1.694811 -2.601875 1.053567 0.09 -0.04 0.23
C -2.382016 -1.410048 0.967097 -0.06 0.07 -0.07
C -3.713378 -1.376765 1.389771 -0.02 0.00 -0.01
C -4.454864 -0.242227 1.185145 -0.01 0.01 0.02
C -3.870387 0.844300 0.530129 0.04 0.00 -0.01
C -2.549233 0.756439 0.189259 -0.08 -0.05 0.04
N -1.785329 -0.331464 0.452717 -0.05 0.09 -0.19
C -0.720946 -3.055686 0.194151 0.01 -0.03 -0.18
C -0.629101 -4.430429 -0.049982 -0.05 0.03 0.05
C 0.223862 -4.885653 -1.020515 0.01 -0.07 -0.03
C 0.958749 -3.964960 -1.769815 0.04 0.07 -0.03
C 0.863380 -2.641573 -1.441168 -0.04 -0.01 0.06
N 0.085343 -2.183374 -0.426831 -0.05 0.10 0.02
H -2.187114 -3.330115 1.546319 0.01 0.00 0.02
H -4.148540 -2.256559 1.844327 -0.01 0.00 -0.01
H -5.490121 -0.206346 1.496765 0.00 0.00 -0.01
H -4.432399 1.734880 0.291059 0.00 0.00 0.01
H -2.046090 1.573132 -0.306886 -0.01 -0.01 -0.04
H -1.265121 -5.110284 0.500894 0.01 0.00 0.00
H 0.291663 -5.944773 -1.229248 0.01 0.00 0.00
H 1.593627 -4.274711 -2.586514 0.00 0.00 0.00
H 1.413997 -1.886722 -1.982162 0.06 0.03 0.00
C 0.976020 1.898944 6.482983 0.00 0.00 -0.01
C 0.097849 1.353780 5.405041 -0.01 -0.01 -0.01
C -1.269845 1.608285 5.349475 0.00 -0.02 -0.01
C -1.975599 1.063751 4.294957 0.01 0.03 0.03
N -1.402891 0.304399 3.358480 0.03 0.01 0.03
C -0.090869 0.125477 3.498931 -0.14 0.01 -0.06
S 0.737489 -0.975148 2.362365 0.18 0.18 -0.07
N 0.682689 0.617847 4.451519 0.06 -0.06 -0.04
H 0.405118 2.165536 7.369704 0.00 0.00 0.00
H 1.482488 2.796410 6.120755 0.00 -0.01 0.00
H 1.743046 1.171807 6.740415 0.00 0.00 0.01
H -1.763062 2.200681 6.106927 0.00 0.00 0.00
H -3.043619 1.225776 4.198130 -0.01 0.00 -0.01

Record 3
74
Properties=species:S:1:pos:R:3:forces:R:3 method="wB97M-V/def2-TZVPD" energy_ev=-122178.883 multiplicity=1 relative_energy_kcal_mol=26.0 homo_lumo_gap_ev="7.3 / 7.3" largest_force_ev_per_a=1.3
Pd 0.688097 0.269378 -1.751728 0.18 -1.26 -0.22
O -2.097793 5.425529 -2.207535 0.33 0.12 0.08
C -2.927582 4.446214 -2.487241 -0.14 -0.18 -0.06
O -4.129011 4.589626 -2.484276 0.03 0.00 -0.02
C -2.337186 3.119622 -2.834615 0.24 0.17 0.10
C -3.102325 2.098738 -3.336477 -0.17 -0.11 -0.03
N -2.280570 1.056688 -3.530478 0.00 -0.03 0.03
N -1.019476 1.318279 -3.178580 0.05 0.19 -0.07
C -1.025893 2.575890 -2.748755 0.01 0.00 -0.10
C 0.266272 3.196498 -2.252542 0.19 -0.07 0.07
O 0.314748 4.432662 -2.166247 -0.18 -0.07 0.00
O 1.204806 2.399401 -1.933270 -0.32 0.47 -0.03
H -1.137153 5.116679 -2.236009 -0.10 0.00 0.00
H -4.157620 2.072376 -3.557264 0.08 -0.01 0.02
H -2.508649 0.148296 -3.886002 -0.03 -0.11 -0.03
C 5.683054 -0.837589 -4.212515 -0.05 -0.02 0.02
C 5.190763 -2.137501 -4.215586 0.01 0.01 0.01
C 3.967675 -2.418815 -3.622173 0.02 -0.03 -0.02
C 3.227122 -1.407989 -3.008287 -0.21 0.31 -0.19
C 3.728404 -0.100454 -3.021937 0.08 -0.13 -0.06
C 4.950029 0.182398 -3.618672 0.01 -0.01 -0.01
Si 1.640834 -1.799202 -2.105072 0.01 0.49 0.93
C 2.073417 -2.168529 -0.313460 -0.08 0.21 0.01
C 2.679769 -1.159712 0.448347 0.02 -0.19 0.08
C 3.005893 -1.365947 1.782726 -0.04 0.01 0.02
C 2.743045 -2.594295 2.375582 0.08 0.02 -0.11
C 2.151570 -3.608381 1.632439 0.21 -0.05 -0.07
C 1.807412 -3.391816 0.305614 0.03 0.01 0.00
H 6.637597 -0.620188 -4.677845 -0.05 -0.01 0.02
H 5.761231 -2.931969 -4.682040 -0.02 0.03 0.01
H 3.592309 -3.438758 -3.630625 0.02 0.07 -0.02
H 3.163134 0.710723 -2.571695 0.01 0.05 0.02
H 5.329447 1.197644 -3.620336 -0.03 -0.05 -0.01
H 1.041352 -3.043032 -2.644067 -0.27 0.15 -0.18
H 2.929174 -0.212385 -0.012285 0.00 0.12 -0.04
H 3.469356 -0.570490 2.356549 -0.02 -0.05 -0.04
H 3.006271 -2.760458 3.413974 -0.01 -0.01 -0.03
H 1.953471 -4.571868 2.088664 0.07 0.10 -0.05
H 1.333260 -4.191404 -0.255687 0.02 0.05 0.01
O -1.128705 -0.168367 -0.473011 0.42 -0.08 -0.21
As -1.316459 -0.095444 1.176556 -0.15 0.24 0.08
C -3.133656 0.500833 1.432521 0.07 -0.03 -0.11
C -3.455817 1.584261 2.240848 -0.06 -0.10 -0.03
C -4.755874 2.074935 2.243686 -0.01 -0.02 0.01
C -5.722029 1.491772 1.437227 -0.01 0.02 0.02
C -5.395757 0.413679 0.623204 -0.04 0.00 0.01
C -4.101557 -0.079590 0.616253 0.02 0.02 0.07
C -1.046724 -1.871823 1.858640 0.06 0.02 -0.02
C -0.485114 -2.167606 3.094017 -0.08 -0.05 0.01
C -0.315990 -3.493713 3.468215 -0.20 -0.04 0.05
C -0.699379 -4.515038 2.610551 -0.22 0.04 0.00
C -1.246037 -4.216584 1.367105 -0.04 -0.02 0.17
C -1.417806 -2.893876 0.988360 0.02 -0.04 0.08
C -0.247263 1.220082 2.079569 -0.02 -0.04 -0.02
C -0.215294 1.290200 3.471064 0.07 0.00 -0.04
C 0.472564 2.324893 4.088768 -0.02 -0.03 -0.02
C 1.101103 3.297362 3.319573 0.01 0.00 0.01
C 1.044358 3.241046 1.933657 0.04 0.04 0.07
C 0.369747 2.201014 1.311225 -0.01 -0.13 0.13
H -2.701662 2.058708 2.851677 0.05 0.05 0.03
H -5.007370 2.926150 2.864167 0.01 -0.03 -0.02
H -6.731099 1.887075 1.432723 0.06 -0.02 -0.01
H -6.149565 -0.028683 -0.016912 0.04 0.00 0.03
H -3.828893 -0.895437 -0.039993 -0.03 -0.03 -0.05
H -0.158053 -1.378943 3.757846 0.02 -0.06 -0.02
H 0.122040 -3.730279 4.430807 0.00 0.02 -0.04
H -0.567367 -5.548661 2.908777 0.01 0.04 -0.02
H -1.534300 -5.015034 0.694624 0.01 0.02 0.00
H -1.812377 -2.642897 0.011965 0.01 -0.02 -0.04
H -0.735583 0.554427 4.071546 0.00 0.06 0.05
H 0.508331 2.376774 5.169794 -0.01 0.01 -0.03
H 1.628942 4.107885 3.808200 -0.02 -0.03 -0.04
H 1.516258 4.006660 1.330713 -0.01 -0.04 -0.01
H 0.330139 2.158362 0.235440 0.02 0.02 -0.18